60
Properties=species:S:1:pos:R:3:forces:R:3 method="wB97M-V/def2-TZVPD" energy_ha=-2349.5389 charge=-1 e_homo_ha=-0.1599 homo_lumo_gap_ev=5.87
C 4.8150 2.2990 -1.3031 1.267 -0.320 -0.418
C 3.9565 1.2319 -2.2024 1.939 1.612 -0.188
F 4.2449 -0.2000 -1.9236 -0.213 2.269 -0.010
Nb 1.7040 1.7215 -2.3610 0.606 -3.913 -5.697
F 1.9085 1.2285 -4.4397 -0.186 0.645 2.965
C 1.0693 -0.4628 -2.0728 -0.548 -1.086 -0.613
C 0.3387 -0.8679 -0.6964 -1.160 -1.575 -0.203
C 1.0938 -2.0268 0.2244 -1.293 0.165 0.619
F 2.4654 -2.3588 -0.1876 -2.400 0.786 0.940
P -0.6780 2.4937 -2.9962 0.574 1.819 1.327
C -2.0268 1.6694 -2.0069 -2.844 0.065 0.874
O -0.6612 4.2136 -2.5454 -2.320 -1.335 0.135
C 1.4952 2.3242 -0.1997 -1.319 2.615 1.337
F 0.0493 2.5665 0.1761 3.328 -0.765 -0.209
F 2.0754 3.7223 -0.1025 -1.324 -3.514 0.150
C 2.1485 1.4665 0.9797 1.908 -0.414 4.611
F 1.1738 0.9045 1.9945 2.746 1.453 -3.261
F 2.9534 2.4214 1.8413 -2.085 -3.005 -2.316
F 3.0722 0.3753 0.6702 -3.423 3.749 0.674
H 4.3596 2.5906 -0.2744 0.796 -0.604 -1.932
H 4.9530 3.2861 -1.9573 -0.554 -2.132 1.421
H 5.9160 1.8852 -1.1244 -2.195 0.774 -0.248
H 4.3844 1.3927 -3.3092 -1.159 -0.469 2.240
H 2.2221 3.4112 -2.7528 0.057 0.363 -0.059
H 1.9582 -1.1975 -2.3865 -1.747 1.636 0.926
H 0.2775 -0.6392 -2.9543 1.472 0.444 1.605
H -0.0687 0.0371 -0.0326 1.384 -1.846 -1.254
H -0.6810 -1.4201 -1.0028 3.492 2.137 0.878
H 1.0098 -1.6445 1.3525 0.953 -0.948 -2.366
H 0.4763 -3.0484 0.2000 1.739 2.321 -0.172
H -1.7863 0.7474 -1.3480 -0.054 1.626 -1.213
H -2.9080 1.3418 -2.7422 1.881 0.614 1.507
H -2.5340 2.4767 -1.2886 1.168 -1.656 -1.379
H -1.5935 4.4746 -2.2817 1.604 -0.383 -0.521
C -0.6143 3.2045 3.5689 -0.213 0.305 -0.155
C -1.3314 2.6431 4.7800 1.273 0.477 -0.915
C -1.4355 1.1479 4.7771 0.791 -0.521 -0.096
O -2.5816 0.9248 5.5789 -0.990 0.662 0.214
C -3.3702 2.0338 5.4369 -2.018 0.256 0.573
O -4.5215 2.1171 5.8252 2.316 -0.214 -0.742
O -2.6944 3.0371 4.7970 -0.981 -0.814 0.693
H -1.0614 2.8392 2.6381 0.124 -0.072 0.175
H -0.6964 4.2962 3.5477 0.107 -0.152 0.107
H 0.4454 2.9309 3.5780 -0.184 0.010 0.006
H -0.8636 3.0149 5.6998 -0.045 -0.145 0.016
H -0.5561 0.6652 5.2120 -0.256 0.000 0.027
H -1.6228 0.7245 3.7838 0.125 0.218 0.002
C -2.4989 -6.2485 -2.6574 -0.281 0.146 -0.302
C -1.7104 -5.1662 -1.9482 -0.154 -1.218 -0.687
C -1.7097 -5.3036 -0.4556 0.369 -0.671 0.427
O -1.4886 -3.9706 -0.0311 -0.550 0.793 -0.548
C -2.0004 -3.1662 -1.0125 -0.880 1.851 0.087
O -2.1627 -1.9639 -0.9056 -1.137 -3.266 -0.157
O -2.3093 -3.8929 -2.1302 0.234 0.866 0.890
H -3.5189 -6.3189 -2.2644 0.174 0.044 0.072
H -2.5901 -6.0185 -3.7241 0.150 -0.081 0.155
H -2.0143 -7.2237 -2.5473 0.005 0.176 0.001
H -0.6915 -5.1179 -2.3512 -0.036 0.004 0.156
H -0.9158 -5.9636 -0.0955 -0.050 0.265 0.054
H -2.6691 -5.6403 -0.0469 0.018 -0.047 -0.202